(1)
Computed, not measured: a cluster of 19 separate species, H39O19 in total, with ωB97M-V/def2-TZVPD.

Summary:
E_tot: -39528.7830 eV
Relative energy (zero: lowest compared OMol25 entry of this formula, charge and spin): 51.6 kcal/mol
E_HOMO: -0.479 Eh
Total charge: +1
Gap between HOMO and LUMO: 10.5248 eV
Molar mass: 343.3 g mol⁻¹

Atoms and positions in Å:
O (-4.205, -1.771, -0.363)
H (1.497, 0.303, -0.788)
H (-3.814, -1.215, -1.031)
O (2.240, 2.672, -0.311)
H (1.306, 2.303, -0.328)
H (2.009, 3.523, 0.069)
O (-0.961, -1.647, 4.045)
H (0.676, 0.470, 1.486)
H (-1.518, -0.876, 3.913)
O (2.970, 1.413, -2.833)
H (3.133, 1.655, -3.749)
H (-1.031, -3.208, 2.298)
O (1.403, 2.179, 3.362)
H (2.186, 2.645, 3.651)
H (0.690, 2.806, 3.311)
O (-0.330, 2.207, 0.159)
H (-0.468, 1.824, -0.732)
H (-1.112, 2.775, 0.332)
O (1.564, -2.084, 0.284)
H (2.464, -0.317, -1.821)
H (1.776, -2.907, -0.174)
O (1.473, -0.358, -1.577)
H (2.069, -1.302, 0.064)
O (-3.436, 2.064, -1.636)
H (-2.700, 1.517, -1.920)
H (-3.835, 2.423, -2.433)
O (-2.484, 3.721, 0.470)
H (-3.424, 3.676, 0.225)
H (-4.289, 0.319, 1.026)
O (0.748, -1.965, -3.648)
H (-1.025, -1.900, 3.096)
H (1.082, -1.204, -3.167)
O (-0.121, -3.700, 2.475)
H (-0.376, -4.604, 2.658)
H (1.442, -2.349, -4.172)
O (1.623, 0.199, 1.470)
H (-2.186, 4.442, -0.109)
H (-4.384, -2.676, -0.596)
O (4.251, 0.202, 1.307)
H (4.882, -0.346, 1.788)
H (2.638, 2.283, -2.472)
O (1.792, -1.937, 2.877)
H (1.835, -2.164, 1.834)
H (0.967, -2.448, 3.207)
O (0.407, 1.742, -4.287)
H (-1.580, -2.672, 0.022)
H (0.116, 2.574, -4.709)
O (-2.041, -2.588, 0.867)
H (1.299, 1.519, -4.522)
H (-2.401, -1.712, 0.693)
O (-3.713, 0.926, 0.573)
H (-4.163, 1.389, -0.175)
H (1.250, -1.077, 2.658)
O (-1.132, -2.956, -1.561)
H (-0.123, -2.842, -1.823)
H (-1.452, -3.066, -2.490)
H (1.945, 1.033, 1.809)
H (4.573, 1.092, 1.398)

These are the natural (NBO) partial charges, in e, on atoms 1 to 5:
1. O -0.97
2. H 0.49
3. H 0.48
4. O -0.98
5. H 0.48

=====

(2)
Computed, not measured: a cluster of 2 separate species, C9H14BIO4S in total, with ωB97M-V/def2-TZVPD.

Summary:
E_tot: -37359.9942 eV
E_HOMO: -0.173 Eh
Total charge: 0
Gap between HOMO and LUMO: 2.8069 eV
Molar mass: 356.0 g mol⁻¹

Atoms and positions in Å:
O (2.867, -1.010, 1.825)
B (2.841, -0.683, 0.502)
O (3.725, 0.139, -0.111)
O (1.868, -1.318, -0.330)
S (1.048, -0.434, -1.385)
C (-0.458, -1.420, -1.528)
C (-1.716, -0.852, -0.890)
C (-2.862, -1.850, -1.053)
I (-2.592, -3.338, 0.462)
C (0.667, 1.059, -0.556)
C (0.937, 2.208, -1.289)
C (0.653, 3.445, -0.726)
C (0.110, 3.520, 0.549)
C (-0.139, 2.363, 1.282)
C (0.137, 1.123, 0.737)
H (2.262, -0.499, 2.372)
H (4.102, 0.766, 0.517)
H (-0.199, -2.373, -1.058)
H (-0.585, -1.523, -2.606)
H (-1.954, 0.148, -1.265)
H (-1.541, -0.743, 0.179)
H (-3.815, -1.352, -0.906)
H (-2.831, -2.340, -2.023)
H (1.364, 2.143, -2.281)
H (0.871, 4.346, -1.283)
H (-0.117, 4.482, 0.991)
H (-0.567, 2.416, 2.273)
H (-0.071, 0.218, 1.296)
O (-2.140, -4.572, 3.536)
H (-1.864, -4.070, 2.769)

These are the natural (NBO) partial charges, in e, on atoms 1 to 5:
1. O -0.90
2. B 1.29
3. O -0.89
4. O -0.84
5. S 1.25

=====

(3)
Computed, not measured: a structure of composition C27H42BrO3PSc, with ωB97M-V/def2-TZVPD.

Summary:
E_tot: -134854.4379 eV
Relative energy (zero: lowest compared OMol25 entry of this formula, charge and spin): 12.0 kcal/mol
E_HOMO: -0.440 Eh
Total charge: +1
Gap between HOMO and LUMO: 8.2081 eV
Molar mass: 570.5 g mol⁻¹

Atoms and positions in Å:
Sc (0.316, -0.039, 0.125)
C (-7.364, 0.763, -0.932)
O (-6.104, 0.104, -1.043)
C (-5.039, 0.632, -0.441)
C (-5.074, 1.825, 0.309)
C (-3.919, 2.277, 0.886)
C (-2.684, 1.601, 0.752)
C (-1.491, 2.122, 1.331)
C (-1.449, 3.262, 2.298)
O (-0.349, 1.608, 1.088)
C (-2.680, 0.379, -0.002)
O (-1.579, -0.331, -0.144)
C (-3.851, -0.078, -0.587)
H (-8.059, 0.152, -1.500)
H (-7.314, 1.763, -1.364)
H (-7.682, 0.812, 0.111)
H (-5.990, 2.382, 0.428)
H (-3.962, 3.198, 1.448)
H (-2.372, 3.820, 2.400)
H (-0.637, 3.929, 2.012)
H (-1.186, 2.841, 3.271)
H (-3.852, -1.001, -1.145)
C (4.702, -3.292, -3.003)
C (4.352, -1.878, -3.481)
C (3.118, -1.324, -2.756)
C (2.137, -2.463, -2.457)
C (2.760, -3.393, -1.394)
C (4.285, -3.485, -1.551)
P (0.509, -1.815, -1.919)
C (-0.562, -3.197, -1.345)
C (-0.615, -4.431, -2.269)
C (-1.131, -5.668, -1.518)
C (-2.153, -5.263, -0.463)
C (-1.487, -4.421, 0.637)
C (-0.290, -3.626, 0.098)
C (-0.391, -1.130, -3.378)
C (-0.199, -1.871, -4.724)
C (0.702, -1.081, -5.666)
C (0.068, 0.266, -6.031)
C (-0.694, 0.883, -4.846)
C (-0.135, 0.381, -3.520)
H (5.769, -3.477, -3.129)
H (4.192, -4.037, -3.622)
H (4.171, -1.888, -4.559)
H (5.193, -1.203, -3.314)
H (2.661, -0.534, -3.356)
H (3.403, -0.866, -1.804)
H (1.980, -3.029, -3.382)
H (2.312, -4.386, -1.470)
H (2.530, -3.018, -0.393)
H (4.628, -4.450, -1.177)
H (4.766, -2.728, -0.928)
H (-1.550, -2.716, -1.343)
H (0.370, -4.642, -2.689)
H (-1.272, -4.213, -3.115)
H (-0.299, -6.187, -1.035)
H (-1.559, -6.374, -2.230)
H (-2.629, -6.139, -0.023)
H (-2.952, -4.693, -0.946)
H (-1.148, -5.067, 1.448)
H (-2.217, -3.733, 1.070)
H (0.622, -4.223, 0.143)
H (-0.098, -2.763, 0.759)
H (-1.441, -1.235, -3.073)
H (-1.175, -2.008, -5.195)
H (0.198, -2.875, -4.569)
H (0.897, -1.661, -6.569)
H (1.674, -0.927, -5.191)
H (-0.619, 0.128, -6.868)
H (0.841, 0.952, -6.379)
H (-1.754, 0.617, -4.895)
H (-0.651, 1.972, -4.891)
H (-0.617, 0.908, -2.682)
H (0.934, 0.612, -3.469)
Br (2.511, -0.511, 1.156)

These are the Löwdin partial charges, in e, on atoms 1 to 5:
1. Sc 0.72
2. C -0.04
3. O -0.04
4. C -0.25
5. C 0.01

=====

(4)
Computed, not measured: a cluster of 3 separate species, C4H12O2 in total, with ωB97M-V/def2-TZVPD.

Summary:
E_tot: -8436.7086 eV
Relative energy (zero: lowest compared OMol25 entry of this formula, charge and spin): 18.6 kcal/mol
E_HOMO: -0.363 Eh
Total charge: 0
Gap between HOMO and LUMO: 10.3873 eV
Molar mass: 92.1 g mol⁻¹

Atoms and positions in Å:
C (0.113, -1.108, 1.596)
C (-1.186, -1.257, 1.474)
C (-2.038, -0.612, 0.423)
C (-2.545, -1.606, -0.590)
H (0.724, -1.649, 2.317)
H (0.712, -0.402, 1.009)
H (-1.663, -1.981, 2.132)
H (-2.847, -0.090, 0.947)
H (-1.528, 0.195, -0.117)
H (-3.077, -2.426, -0.097)
H (-3.203, -1.113, -1.308)
H (-1.738, -2.030, -1.186)
O (6.251, 2.990, 0.787)
H (5.452, 2.689, 1.227)
H (6.688, 2.192, 0.474)
O (0.044, 1.894, -3.372)
H (-0.734, 2.409, -3.144)
H (0.574, 1.903, -2.571)

These are the natural (NBO) partial charges, in e, on atoms 1 to 5:
1. C -0.40
2. C -0.17
3. C -0.44
4. C -0.60
5. H 0.20

=====

(5)
Computed, not measured: a structure of composition C33H34B2F4N4P2PbS2, with ωB97M-V/def2-TZVPD.

Summary:
E_tot: -98445.6261 eV
Relative energy (zero: lowest compared OMol25 entry of this formula, charge and spin): 4.0 kcal/mol
E_HOMO (spin up / spin down): -0.485 / -0.485 Eh
Total charge: +2
Gap between HOMO and LUMO (spin up / spin down): 4.3187 / 4.3194 eV
Molar mass: 917.6 g mol⁻¹

Atoms and positions in Å:
Pb (-0.349, 1.075, 0.008)
C (2.939, 4.209, 2.342)
N (1.574, 4.669, 2.161)
C (0.926, 5.548, 2.971)
C (-0.359, 5.640, 2.515)
N (-0.492, 4.830, 1.432)
B (-1.869, 4.405, 0.836)
N (-1.804, 4.477, -0.719)
C (-1.573, 5.620, -1.425)
C (-1.715, 5.341, -2.750)
N (-2.029, 4.016, -2.848)
C (-2.250, 3.300, -4.093)
C (-2.077, 3.504, -1.594)
S (-2.487, 1.861, -1.247)
C (0.699, 4.244, 1.221)
S (1.139, 3.253, -0.111)
H (3.559, 5.033, 2.686)
H (3.331, 3.830, 1.404)
H (2.952, 3.411, 3.084)
H (1.402, 6.038, 3.802)
H (-1.180, 6.220, 2.896)
H (-2.713, 5.156, 1.217)
H (-2.063, 3.274, 1.171)
H (-1.349, 6.549, -0.931)
H (-1.646, 5.984, -3.610)
H (-2.882, 3.891, -4.751)
H (-2.739, 2.354, -3.884)
H (-1.301, 3.108, -4.593)
F (-0.934, 1.499, 2.289)
B (0.154, 1.417, 3.285)
F (-0.288, 0.768, 4.386)
F (0.641, 2.684, 3.475)
F (1.158, 0.639, 2.583)
C (-0.439, -2.554, 0.048)
P (0.281, -1.419, 1.314)
C (-0.309, -1.967, 2.897)
C (-1.652, -2.342, 3.039)
C (-2.094, -2.827, 4.251)
C (-1.217, -2.908, 5.329)
C (0.108, -2.506, 5.196)
C (0.565, -2.016, 3.990)
C (2.061, -1.672, 1.172)
C (2.909, -0.667, 0.723)
C (4.258, -0.929, 0.554)
C (4.758, -2.195, 0.822)
C (3.910, -3.199, 1.271)
C (2.561, -2.944, 1.455)
P (0.307, -2.114, -1.603)
C (0.555, -3.762, -2.346)
C (0.008, -4.090, -3.584)
C (0.257, -5.337, -4.138)
C (1.075, -6.245, -3.484)
C (1.642, -5.910, -2.262)
C (1.397, -4.669, -1.700)
C (-1.114, -1.437, -2.529)
C (-2.412, -1.944, -2.452)
C (-3.408, -1.422, -3.262)
C (-3.117, -0.406, -4.164)
C (-1.827, 0.094, -4.253)
C (-0.830, -0.414, -3.434)
H (-1.525, -2.463, 0.042)
H (-0.152, -3.570, 0.325)
H (-2.342, -2.252, 2.210)
H (-3.124, -3.134, 4.365)
H (-1.575, -3.269, 6.283)
H (0.782, -2.563, 6.039)
H (1.586, -1.676, 3.882)
H (2.518, 0.324, 0.526)
H (4.918, -0.143, 0.211)
H (5.812, -2.400, 0.695)
H (4.301, -4.186, 1.476)
H (1.908, -3.720, 1.838)
H (-0.618, -3.383, -4.112)
H (-0.185, -5.592, -5.092)
H (1.281, -7.206, -3.933)
H (2.289, -6.613, -1.753)
H (1.870, -4.401, -0.764)
H (-2.640, -2.769, -1.788)
H (-4.412, -1.823, -3.207)
H (-3.895, -0.024, -4.812)
H (-1.589, 0.860, -4.979)
H (0.188, -0.045, -3.513)

These are the natural (NBO) partial charges, in e, on atoms 1 to 5:
1. Pb 1.41
2. C -0.41
3. N -0.28
4. C -0.02
5. C 0.00

=====

(6)
Computed, not measured: the molecule C7H10BrN, with ωB97M-V/def2-TZVPD.

Summary:
E_tot: -78950.6936 eV
Relative energy (zero: lowest compared OMol25 entry of this formula, charge and spin): 37.4 kcal/mol
E_HOMO: -0.306 Eh
Total charge: 0
Gap between HOMO and LUMO: 9.1038 eV
Molar mass: 188.1 g mol⁻¹

Atoms and positions in Å:
C (-0.468, 3.200, 0.173)
C (0.387, 2.375, -0.366)
N (1.291, 1.572, -0.576)
C (1.351, 0.168, -0.729)
C (0.054, -0.524, -0.405)
C (0.283, -1.986, -0.354)
C (-0.525, 0.004, 0.829)
C (-1.761, 0.316, 1.124)
Br (-3.217, 0.334, -0.138)
H (-0.611, 3.107, 1.211)
H (-1.278, 3.836, -0.214)
H (1.607, -0.038, -1.775)
H (2.277, -0.246, -0.161)
H (-0.652, -0.407, -1.322)
H (0.855, -2.454, 0.505)
H (-0.703, -2.299, -0.263)
H (0.813, -2.266, -1.247)
H (0.294, 0.107, 1.536)
H (-2.118, 0.586, 2.115)

These are the natural (NBO) partial charges, in e, on atoms 1 to 5:
1. C -0.68
2. C 0.44
3. N -0.44
4. C -0.22
5. C -0.29

=====

Q: Among the records above, which one has the lowest E_tot?
A: C27H42BrO3PSc

=====

Q: Which value of molar mass does entry 4 give?
A: 92.1 g mol⁻¹